No. 1
Here is a structure of composition C4H3CaLiO at a distorted geometry from the OMol25 dataset. Energies are from the ωB97M-V functional and the def2-TZVPD basis.

Output
Net charge: +2
LUMO (eV): -10.803
Energy above the lowest of the compared OMol25 structures with the same formula, charge and spin (eV): 4.510
Kohn-Sham gap (eV): 4.03
HOMO level (eV): -14.837
Maximum force (eV/A): 3.9

Atoms and positions in Å:
C -2.2742 1.2667 -0.4044
C -1.7283 2.3480 -0.6336
H -1.3587 3.3251 -0.9143
Ca -1.4563 -1.5203 0.0847
O 2.2109 -1.7635 0.5659
C 1.5166 -0.9609 0.1108
C 0.5534 -0.0421 -0.0974
Li 1.4056 -3.3785 1.7889
H 0.4467 0.6698 0.7309
H 0.6843 0.0557 -1.2316

---

No. 2
Here is a structure of composition C12H24BrF2NO10S5 at a distorted geometry from the OMol25 dataset. Energies are from the ωB97M-V functional and the def2-TZVPD basis.

Output
LUMO (eV): -0.929
Kohn-Sham gap (eV): 9.14
HOMO level (eV): -10.071
Maximum force (eV/A): 1.6

Atoms and positions in Å:
O -1.7565 5.9991 -0.2384
S -1.0090 6.0756 -1.4352
O -1.0375 7.2388 -2.2276
F -1.3843 4.8553 -2.3028
N 0.6046 5.6988 -0.9903
Br 0.6128 3.9691 -0.1698
S 1.7377 5.7059 -2.2889
O 1.4360 6.7450 -3.1914
O 2.0132 4.3968 -2.7439
F 2.9444 6.1600 -1.4378
C -0.9663 -1.5081 2.1163
C -1.6355 -0.2641 2.7146
C -0.8492 0.9607 2.2281
S -0.1406 0.4907 0.6428
O 1.2977 0.4846 0.7615
O -0.7784 1.2438 -0.4132
C -0.7419 -1.1917 0.6429
H -1.5810 -2.3942 2.2341
H -0.0079 -1.6901 2.6088
H -2.6677 -0.2059 2.3644
H -1.6606 -0.3022 3.8029
H -1.4799 1.8344 2.0797
H -0.0231 1.2070 2.8930
H -0.0082 -1.8326 0.1596
H -1.6785 -1.2038 0.0858
C -5.3870 -5.1443 4.2781
C -5.4397 -6.1511 3.1206
C -4.8904 -5.4455 1.8741
S -3.7351 -4.2060 2.4736
O -4.2419 -2.8944 2.1513
O -2.3903 -4.5820 2.1143
C -4.0005 -4.5114 4.2167
H -5.5617 -5.6230 5.2402
H -6.1521 -4.3775 4.1399
H -4.8171 -7.0151 3.3601
H -6.4512 -6.5145 2.9474
H -4.3571 -6.1203 1.2095
H -5.6707 -4.9224 1.3246
H -3.9185 -3.5719 4.7585
H -3.2286 -5.2059 4.5471
C 4.9670 1.5120 -4.9772
C 4.0699 2.0983 -3.8787
C 4.5502 1.5267 -2.5396
S 6.3031 1.1820 -2.7447
O 6.5119 -0.2410 -2.6510
O 7.0802 2.0950 -1.9458
C 6.3974 1.6590 -4.4687
H 4.8292 2.0233 -5.9290
H 4.7327 0.4555 -5.1256
H 4.1636 3.1849 -3.8702
H 3.0198 1.8653 -4.0451
H 4.4283 2.2271 -1.7174
H 4.0592 0.5863 -2.2972
H 7.1165 1.0191 -4.9746
H 6.7288 2.6965 -4.5016